Entry 1:
C2H4N3O | ωB97M-V/def2-TZVPD

Properties
energy relative to the best compared isomer or geometry (same formula, charge and spin)	140.00	kcal per mole
SMILES	[H]/N=C/N=[N+]1\CO1
total charge	+1
max |F|	3.7	eV/A
E_LUMO	-6.4	eV
HOMO-LUMO gap	9.625	eV

Element x y z (Å)
H1 -1.807 -2.172 -0.227
N1 -1.097 -1.400 -0.104
C1 -0.540 -0.968 -1.161
N2 0.604 -0.270 -0.907
N3 0.795 0.485 -0.005
C2 0.546 1.366 1.070
O1 1.838 0.904 0.629
H2 -0.794 -1.295 -2.183
H3 0.273 2.537 1.048
H4 0.180 0.814 1.839

Results of the natural (NBO) charge analysis, in e, for atoms 1 through 4: 0.401, -0.541, 0.180, -0.011

=====

Entry 2:
C2H4N3O | ωB97M-V/def2-TZVPD

Properties
energy relative to the best compared isomer or geometry (same formula, charge and spin)	86.71	kcal per mole
SMILES	O=[N+]1CNC=N1
total charge	+1
max |F|	4.9	eV/A
E_LUMO	-6.6	eV
HOMO-LUMO gap	9.685	eV

Element x y z (Å)
O1 2.961 0.423 -0.163
N1 1.906 -0.090 0.047
C1 0.585 0.876 0.144
N2 -0.410 -0.366 -0.119
C2 0.237 -1.479 -0.014
N3 1.553 -1.291 0.159
H1 0.461 1.443 -0.775
H2 0.308 1.477 1.020
H3 -1.457 -0.312 -0.020
H4 -0.058 -2.439 -0.200

Results of the natural (NBO) charge analysis, in e, for atoms 1 through 4: -0.170, 0.422, -0.129, -0.491

=====

Entry 3:
C2H4N3O | ωB97M-V/def2-TZVPD

Properties
energy relative to the best compared isomer or geometry (same formula, charge and spin)	64.54	kcal per mole
spin multiplicity	3
total charge	+1
max |F|	6.6	eV/A
E_LUMO (alpha / beta)	-5.7 / -8.5	eV
HOMO-LUMO gap (alpha / beta)	8.313 / 8.325	eV

Element x y z (Å)
C1 0.009 -1.145 0.537
C2 0.056 0.742 -1.226
N1 0.048 0.962 1.011
N2 -0.275 -0.045 2.430
N3 0.016 0.157 0.135
O1 -0.247 -1.163 1.860
H1 0.164 -2.008 0.013
H2 0.961 0.478 -1.837
H3 -0.695 0.253 -1.825
H4 -0.037 1.769 -1.098

Results of the natural (NBO) charge analysis, in e, for atoms 1 through 4: 0.431, -0.424, 0.090, 0.246

=====

Entry 4:
C2H4N4 | ωB97M-V/def2-TZVPD

Properties
energy relative to the best compared isomer or geometry (same formula, charge and spin)	107.97	kcal per mole
max |F|	3.5	eV/A
E_LUMO	0.8	eV
HOMO-LUMO gap	10.547	eV

Element x y z (Å)
C1 0.980 -1.099 -1.344
C2 1.726 -0.881 -0.024
N1 -1.301 2.907 1.806
N2 -1.764 1.981 1.378
N3 -2.346 1.094 0.795
N4 0.509 -0.647 0.040
H1 0.839 -0.308 -2.134
H2 0.592 -2.037 -1.732
H3 2.569 -1.287 0.511
H4 -1.803 0.275 0.704

Results of the natural (NBO) charge analysis, in e, for atoms 1 through 4: -0.355, 0.081, -0.087, 0.259

=====

Entry 5:
C2H4N4 | ωB97M-V/def2-TZVPD

Properties
energy relative to the best compared isomer or geometry (same formula, charge and spin)	92.37	kcal per mole
max |F|	2.0	eV/A
E_LUMO	0.9	eV
HOMO-LUMO gap	10.154	eV

Element x y z (Å)
N1 -0.455 1.779 -0.248
C1 -0.744 0.707 0.552
C2 -1.074 -0.182 1.303
N2 0.788 -2.074 -0.606
N3 1.392 -1.004 -0.729
N4 2.050 -0.100 -0.943
H1 -1.197 2.005 -0.907
H2 0.467 1.731 -0.676
H3 -1.394 -0.884 2.055
H4 0.167 -1.978 0.199

Results of the natural (NBO) charge analysis, in e, for atoms 1 through 4: -0.838, 0.175, -0.390, -0.536

=====

Entry 6:
C2H4N4 | ωB97M-V/def2-TZVPD

Properties
energy relative to the best compared isomer or geometry (same formula, charge and spin)	23.96	kcal per mole
SMILES	Nc1cn[nH]n1
max |F|	2.3	eV/A
E_LUMO	1.1	eV
HOMO-LUMO gap	9.929	eV

Element x y z (Å)
N1 1.795 0.100 0.211
C1 0.421 -0.027 0.090
C2 -0.528 0.924 -0.355
N2 -1.723 0.377 -0.280
N3 -1.475 -0.837 0.171
N4 -0.214 -1.133 0.463
H1 2.228 0.595 -0.557
H2 2.241 -0.794 0.367
H3 -0.402 1.933 -0.708
H4 -2.343 -1.138 0.598

Results of the natural (NBO) charge analysis, in e, for atoms 1 through 4: -0.804, 0.259, -0.146, -0.220

=====

Entry 7:
C2H4N4 | ωB97M-V/def2-TZVPD

Properties
energy relative to the best compared isomer or geometry (same formula, charge and spin)	58.18	kcal per mole
SMILES	N[C@H]1C=NN=N1
max |F|	1.4	eV/A
E_LUMO	0.0	eV
HOMO-LUMO gap	10.019	eV

Element x y z (Å)
N1 0.804 0.281 -1.224
C1 -0.005 0.407 -0.058
C2 -1.062 -0.589 0.195
N2 -0.976 -1.039 1.389
N3 0.161 -0.396 1.986
N4 0.735 0.378 1.196
H1 1.575 0.939 -1.185
H2 0.259 0.480 -2.052
H3 -0.414 1.420 0.147
H4 -1.845 -0.907 -0.483

Results of the natural (NBO) charge analysis, in e, for atoms 1 through 4: -0.808, -0.049, 0.073, -0.271

=====

Entry 8:
C2H4N4 | ωB97M-V/def2-TZVPD

Properties
energy relative to the best compared isomer or geometry (same formula, charge and spin)	114.26	kcal per mole
max |F|	0.5	eV/A
E_LUMO (alpha / beta)	0.4 / 0.4	eV
HOMO-LUMO gap (alpha / beta)	8.155 / 8.154	eV

Element x y z (Å)
N1 -1.518 0.077 0.165
C1 -0.254 -0.073 -0.203
C2 0.799 0.994 -0.095
N2 1.653 0.339 0.603
N3 1.110 -0.952 0.777
N4 0.278 -1.286 -0.480
H1 -2.078 -0.759 0.272
H2 -1.790 0.900 0.684
H3 0.859 2.009 -0.464
H4 0.940 -1.250 -1.259

Results of the natural (NBO) charge analysis, in e, for atoms 1 through 4: -0.719, 0.499, -0.196, -0.163

=====

Entry 9:
C2H4N4 | ωB97M-V/def2-TZVPD

Properties
energy relative to the best compared isomer or geometry (same formula, charge and spin)	76.04	kcal per mole
SMILES	[H]/N=C(\N)N1C=N1
max |F|	0.5	eV/A
E_LUMO	0.9	eV
HOMO-LUMO gap	10.514	eV

Element x y z (Å)
H1 -0.793 2.128 -0.284
N1 -0.012 1.551 0.027
C1 -0.336 0.328 0.085
N2 -1.540 -0.272 -0.243
N3 0.591 -0.653 0.586
C2 1.803 -0.797 -0.105
N4 2.031 0.029 0.786
H2 -2.358 0.299 -0.083
H3 -1.650 -1.214 0.105
H4 2.265 -1.398 -0.874

Results of the natural (NBO) charge analysis, in e, for atoms 1 through 4: 0.340, -0.708, 0.534, -0.830

=====

Entry 10:
C2H4N4 | ωB97M-V/def2-TZVPD

Properties
energy relative to the best compared isomer or geometry (same formula, charge and spin)	77.92	kcal per mole
SMILES	[H]/N=N/[C@H]1N=C1N
max |F|	1.1	eV/A
E_LUMO	0.8	eV
HOMO-LUMO gap	9.813	eV

Element x y z (Å)
H1 -3.069 -0.393 -0.855
N1 -2.265 -0.420 -0.216
N2 -1.554 0.556 -0.499
C1 -0.385 0.604 0.340
N3 -0.059 -0.685 1.186
C2 0.731 -0.272 0.296
N4 2.002 -0.261 -0.118
H2 -0.199 1.623 0.703
H3 2.180 0.270 -0.950
H4 2.617 -1.022 0.114

Results of the natural (NBO) charge analysis, in e, for atoms 1 through 4: 0.311, -0.301, -0.150, -0.064

=====

Entry 11:
C2H4N4 | ωB97M-V/def2-TZVPD

Properties
energy relative to the best compared isomer or geometry (same formula, charge and spin)	23.05	kcal per mole
SMILES	Nc1cn[nH]n1
max |F|	0.7	eV/A
E_LUMO	1.1	eV
HOMO-LUMO gap	10.092	eV

Element x y z (Å)
N1 1.781 -0.218 0.200
C1 0.380 -0.174 0.197
C2 -0.319 1.046 0.098
N2 -1.601 0.795 -0.067
N3 -1.672 -0.522 0.032
N4 -0.496 -1.170 0.160
H1 2.114 0.307 -0.604
H2 2.207 -1.135 0.191
H3 0.087 2.042 0.176
H4 -2.481 -0.969 -0.382

Results of the natural (NBO) charge analysis, in e, for atoms 1 through 4: -0.816, 0.256, -0.137, -0.214

=====

Entry 12:
C2H4N4O | ωB97M-V/def2-TZVPD

Properties
energy relative to the best compared isomer or geometry (same formula, charge and spin)	121.57	kcal per mole
SMILES	[H]/N=c1/nnon1C
max |F|	4.3	eV/A
E_LUMO	0.3	eV
HOMO-LUMO gap	10.074	eV

Element x y z (Å)
H1 -1.729 -1.928 0.497
N1 -0.665 -1.881 0.055
C1 -0.225 -0.758 -0.303
N2 1.092 -0.707 -0.911
N3 1.556 0.386 -0.605
O1 0.716 1.262 -0.040
N4 -0.553 0.517 -0.017
C2 -1.319 0.881 1.216
H2 -1.849 1.967 1.053
H3 -2.180 0.185 1.484
H4 -0.713 0.738 2.146

Results of the natural (NBO) charge analysis, in e, for atoms 1 through 4: 0.355, -0.665, 0.447, -0.181

=====

Entry 13:
C2H4N4O | ωB97M-V/def2-TZVPD

Properties
energy relative to the best compared isomer or geometry (same formula, charge and spin)	132.34	kcal per mole
SMILES	ONc1c[nH]nn1
max |F|	7.4	eV/A
E_LUMO	0.8	eV
HOMO-LUMO gap	9.363	eV

Element x y z (Å)
O1 -0.959 -1.927 0.127
N1 -1.184 -0.687 0.871
C1 -0.478 0.200 0.220
C2 0.090 -0.044 -1.058
N2 1.134 0.826 -1.060
N3 1.219 1.351 0.073
N4 0.372 0.963 0.898
H1 -1.982 -2.265 0.498
H2 -0.747 -0.724 1.687
H3 -0.098 -0.503 -1.944
H4 2.034 0.799 -1.694

Results of the natural (NBO) charge analysis, in e, for atoms 1 through 4: -0.574, -0.337, 0.206, -0.141

=====

Entry 14:
C2H4N4O2 | ωB97M-V/def2-TZVPD

Properties
energy relative to the best compared isomer or geometry (same formula, charge and spin)	48.64	kcal per mole
SMILES	Nn1nnc(O)c1O
max |F|	5.3	eV/A
E_LUMO	0.5	eV
HOMO-LUMO gap	9.411	eV

Element x y z (Å)
N1 1.759 -0.463 -0.699
N2 0.596 0.134 -0.442
N3 0.127 1.275 -0.975
N4 -0.962 1.473 -0.302
C1 -1.141 0.502 0.563
O1 -2.269 0.558 1.398
C2 -0.251 -0.472 0.402
O2 -0.121 -1.772 0.771
H1 2.498 0.107 -0.401
H2 1.951 -0.600 -1.680
H3 -2.571 1.442 1.255
H4 0.385 -2.185 0.109

Results of the natural (NBO) charge analysis, in e, for atoms 1 through 4: -0.640, -0.055, -0.088, -0.280

=====

Entry 15:
C2H4N4O2 | ωB97M-V/def2-TZVPD

Properties
energy relative to the best compared isomer or geometry (same formula, charge and spin)	138.53	kcal per mole
SMILES	Nn1onc/c1=N/O
max |F|	4.7	eV/A
E_LUMO	0.3	eV
HOMO-LUMO gap	9.144	eV

Element x y z (Å)
N1 -0.418 -1.243 -1.060
N2 0.270 -0.099 -0.726
O1 1.686 -0.331 -0.606
N3 2.110 0.363 0.413
C1 1.191 0.960 1.043
C2 -0.184 0.635 0.436
N4 -1.317 1.047 1.015
O2 -2.454 0.496 0.384
H1 -0.006 -1.326 -1.997
H2 0.001 -1.870 -0.408
H3 1.306 1.679 1.783
H4 -2.185 -0.312 -0.277

Results of the natural (NBO) charge analysis, in e, for atoms 1 through 4: -0.626, -0.061, -0.195, -0.060

=====

Entry 16:
C2H4N4O2 | ωB97M-V/def2-TZVPD

Properties
energy relative to the best compared isomer or geometry (same formula, charge and spin)	178.60	kcal per mole
max |F|	6.9	eV/A
E_LUMO	-1.5	eV
HOMO-LUMO gap	8.096	eV

Element x y z (Å)
C1 -0.062 0.614 0.294
C2 1.047 -0.097 -0.185
H1 -1.760 -1.335 -0.230
H2 -1.463 -1.035 -1.898
H3 -1.851 1.411 -0.315
H4 2.360 -1.090 1.111
N1 -1.829 -0.586 -0.940
N2 -1.216 0.772 -0.664
N3 0.178 1.249 1.366
N4 2.164 0.391 0.540
O1 1.507 0.857 1.843
O2 0.925 -1.151 -0.921

Results of the natural (NBO) charge analysis, in e, for atoms 1 through 4: 0.201, 0.520, 0.362, 0.386

=====

Entry 17:
C2H4N4O2 | ωB97M-V/def2-TZVPD

Properties
energy relative to the best compared isomer or geometry (same formula, charge and spin)	97.14	kcal per mole
SMILES	ONC1=NN=CNO1
max |F|	2.5	eV/A
E_LUMO	0.6	eV
HOMO-LUMO gap	9.580	eV

Element x y z (Å)
O1 2.690 -0.172 1.022
N1 1.400 0.347 1.360
C1 0.443 0.214 0.401
N2 0.743 -0.212 -0.772
N3 -0.187 0.009 -1.809
C2 -1.392 0.050 -1.392
N4 -1.700 -0.180 -0.055
O2 -0.786 0.541 0.768
H1 2.467 -0.653 0.185
H2 1.130 -0.120 2.263
H3 -2.192 0.055 -2.157
H4 -2.616 0.121 0.186

Results of the natural (NBO) charge analysis, in e, for atoms 1 through 4: -0.539, -0.313, 0.624, -0.458

=====

Entry 18:
C2H4N4O2 | ωB97M-V/def2-TZVPD

Properties
energy relative to the best compared isomer or geometry (same formula, charge and spin)	116.38	kcal per mole
SMILES	O/N=c1\cn[nH]n1O
max |F|	3.6	eV/A
E_LUMO	0.4	eV
HOMO-LUMO gap	8.420	eV

Element x y z (Å)
O1 -2.519 -0.115 0.081
N1 -1.493 0.762 -0.243
C1 -0.367 0.093 -0.279
C2 -0.108 -1.346 -0.102
N2 1.189 -1.563 -0.002
N3 1.756 -0.381 0.101
N4 0.900 0.601 -0.408
O2 1.273 1.787 0.024
H1 -3.309 0.552 0.222
H2 -0.954 -2.001 -0.032
H3 2.755 -0.385 -0.297
H4 0.879 1.998 0.937

Results of the natural (NBO) charge analysis, in e, for atoms 1 through 4: -0.581, -0.219, 0.234, -0.089

=====

Entry 19:
C2H4N4S | ωB97M-V/def2-TZVPD

Properties
energy relative to the best compared isomer or geometry (same formula, charge and spin)	59.64	kcal per mole
SMILES	Nn1cnnc1S
max |F|	3.7	eV/A
E_LUMO	0.2	eV
HOMO-LUMO gap	9.273	eV

Element x y z (Å)
N1 -1.236 -1.191 -0.333
N2 -0.469 -0.182 0.239
C1 -0.441 0.150 1.532
N3 0.596 0.989 1.687
N4 1.279 1.055 0.535
C2 0.642 0.356 -0.355
S1 1.251 0.152 -2.015
H1 -0.725 -2.080 -0.507
H2 -1.498 -0.820 -1.346
H3 -1.158 -0.014 2.387
H4 1.758 1.584 -1.823

Results of the natural (NBO) charge analysis, in e, for atoms 1 through 4: -0.633, -0.224, 0.122, -0.278

=====

Entry 20:
C2H4N4S | ωB97M-V/def2-TZVPD

Properties
energy relative to the best compared isomer or geometry (same formula, charge and spin)	28.91	kcal per mole
SMILES	[H]/N=c1/[nH]cnn1S
max |F|	2.4	eV/A
E_LUMO	0.7	eV
HOMO-LUMO gap	9.079	eV

Element x y z (Å)
H1 -2.245 -0.098 0.885
N1 -1.996 -0.059 -0.096
C1 -0.767 0.121 -0.221
N2 0.002 0.127 -1.389
C2 1.335 0.024 -1.086
N3 1.540 0.096 0.202
N4 0.278 0.216 0.740
S1 -0.048 0.317 2.414
H2 -0.345 0.137 -2.325
H3 2.133 0.122 -1.830
H4 0.111 -1.003 2.706

Results of the natural (NBO) charge analysis, in e, for atoms 1 through 4: 0.360, -0.749, 0.539, -0.595